Below is C45H46AsN7PRuS2 as an isolated structure, with properties calculated with ωB97M-V/def2-TZVPD.

Geometry as XYZ:
```
103
Properties=species:S:1:pos:R:3:forces:R:3
Ru 0.11656 0.39927 -0.40873 0.4 0.3 0.3
C -4.24474 -1.50987 4.14808 0.0 0.0 0.0
C -2.87272 -1.68240 4.05001 0.0 0.0 0.0
C -2.20664 -1.32293 2.88822 -0.2 -0.1 0.0
C -2.90026 -0.77027 1.81557 -0.1 0.1 -0.1
C -4.29227 -0.63005 1.90678 0.1 0.1 0.1
C -4.95269 -0.99573 3.07153 0.0 0.1 0.0
P -2.11237 -0.51892 0.18871 -0.2 -0.2 0.0
C -3.28936 0.45981 -0.77060 0.0 0.0 0.0
C -3.87448 1.59862 -0.21327 -0.2 0.0 -0.1
C -4.76256 2.35560 -0.96073 0.0 0.0 0.0
C -5.05574 1.99593 -2.27300 0.0 0.1 0.0
C -4.45794 0.87848 -2.83814 0.1 -0.1 0.0
C -3.57798 0.10886 -2.08650 -0.1 -0.1 -0.1
C -2.05550 -2.17020 -0.52571 0.0 0.1 0.2
C -3.05765 -3.09939 -0.45700 -0.2 -0.2 0.0
C -2.89086 -4.35860 -1.07210 -0.1 0.1 0.1
C -1.73674 -4.64222 -1.74847 0.1 0.0 -0.1
C -0.69268 -3.68746 -1.83675 0.1 -0.2 -0.1
C 0.48011 -3.91852 -2.60670 -0.1 -0.1 0.0
C 1.43121 -2.94701 -2.73015 0.0 0.0 0.0
C 1.28368 -1.71587 -2.05555 -0.1 -0.2 0.0
C 0.19710 -1.46104 -1.24567 -0.3 -0.1 0.0
C -0.84552 -2.44877 -1.17684 0.3 0.1 -0.1
H -4.76518 -1.78741 5.05638 0.0 0.0 0.0
H -2.31286 -2.10278 4.87686 0.0 0.0 -0.1
H -1.15927 -1.51363 2.81981 0.3 -0.1 0.0
H -4.86927 -0.23722 1.08434 0.0 0.0 0.0
H -6.02671 -0.87057 3.13506 0.0 0.0 0.0
H -3.64946 1.88927 0.80638 0.0 0.0 0.0
H -5.22760 3.22951 -0.51871 0.0 -0.1 0.0
H -5.75377 2.58796 -2.85363 0.0 0.0 0.0
H -4.69201 0.59124 -3.85651 0.0 0.0 0.1
H -3.13797 -0.77990 -2.52554 -0.1 0.2 0.1
H -3.98200 -2.87884 0.06613 0.0 0.0 0.0
H -3.68526 -5.09262 -1.01413 0.0 0.1 0.0
H -1.61098 -5.60189 -2.23759 0.0 0.0 0.0
H 0.59006 -4.86418 -3.12798 0.0 0.1 0.1
H 2.30454 -3.11301 -3.35041 0.0 0.0 0.0
H 2.03410 -0.96209 -2.20884 0.1 0.1 0.0
N 1.95482 3.15903 1.04118 0.1 -0.1 -0.1
C 1.82400 3.27354 -0.29364 -0.1 -0.2 0.0
N 1.29815 2.35965 -1.09473 0.0 0.1 -0.1
C 1.24112 2.84897 -2.40370 -0.2 -0.5 0.2
C 1.78738 4.05913 -2.58896 0.1 0.4 -0.1
S 2.37466 4.68485 -1.09902 0.1 0.3 0.0
C 0.54091 2.05876 -3.41582 0.1 -0.2 0.7
C 0.40935 2.38273 -4.71020 0.0 0.2 -0.4
S -0.47326 1.15966 -5.53011 -0.1 0.0 -0.2
C -0.61785 0.28289 -4.05284 0.0 -0.2 0.1
N -0.05509 0.86631 -3.01387 -0.1 0.2 0.0
N -1.27630 -0.90275 -4.03706 0.1 0.2 0.0
H 1.53034 2.38733 1.53206 0.0 -0.1 0.0
H 2.18131 3.97125 1.59021 0.0 0.0 0.0
H 1.84981 4.64009 -3.49777 0.0 -0.1 0.1
H 0.77887 3.25421 -5.23187 0.0 -0.1 0.1
H -1.53968 -1.32537 -4.90902 0.0 0.0 -0.1
H -1.15156 -1.52162 -3.25394 0.1 0.0 0.0
C 1.83263 -2.67932 4.37835 0.0 0.0 0.1
C 1.75198 -2.83302 3.00253 0.0 -0.1 -0.1
C 1.27970 -1.79528 2.20981 0.1 0.0 0.0
C 0.88563 -0.58896 2.78416 -0.2 0.2 -0.2
C 0.93166 -0.44624 4.17389 0.1 0.1 0.1
C 1.41317 -1.48334 4.95569 0.0 0.0 0.0
N 0.33263 0.41155 1.94831 0.2 -0.3 0.3
N -0.18673 1.43341 2.60504 -0.2 0.2 -0.4
C -0.84522 2.31406 1.81208 0.1 -0.1 0.1
C -1.41184 3.46937 2.39036 -0.1 0.1 0.1
C -1.97854 4.41985 1.58625 0.0 0.1 0.1
C -2.00811 4.23378 0.19112 0.0 0.2 0.1
C -1.48936 3.08027 -0.31326 0.3 -0.2 0.1
N -0.91190 2.13261 0.46979 -0.3 0.0 -0.1
H 2.19974 -3.48838 4.99907 0.0 0.1 0.0
H 2.04376 -3.77330 2.54332 0.0 0.1 0.0
H 1.16928 -1.92821 1.14308 0.0 -0.1 -0.1
H 0.58823 0.47668 4.61958 0.0 -0.1 0.0
H 1.45504 -1.36248 6.03283 0.0 0.0 -0.1
H -1.35302 3.57515 3.46713 0.0 0.0 -0.1
H -2.40103 5.31788 2.02406 0.0 -0.1 0.0
H -2.45482 4.96080 -0.47313 0.0 0.0 0.0
H -1.52346 2.86966 -1.37602 0.0 0.0 0.0
C 3.94898 0.89424 2.93428 0.0 0.1 0.0
C 4.33961 1.06216 1.47574 -0.1 0.0 0.1
As 3.26914 0.12684 0.12551 -0.3 -0.1 -0.1
C 4.20040 0.94580 -1.39325 -0.1 -0.1 -0.2
C 3.90872 0.44178 -2.80273 0.1 0.0 0.0
C 4.23716 -1.56822 0.34133 -0.1 -0.1 -0.1
C 3.79275 -2.83666 -0.36786 0.1 0.0 0.0
H 4.71975 1.33067 3.57129 0.0 0.0 0.0
H 3.84673 -0.15251 3.21770 0.0 -0.1 0.0
H 3.00711 1.39071 3.17247 0.0 0.0 0.0
H 5.33306 0.64821 1.29629 0.1 0.0 0.0
H 4.36681 2.10548 1.17936 0.0 0.1 0.0
H 5.25197 0.80363 -1.14028 0.1 0.0 -0.1
H 4.00005 2.01445 -1.31947 0.0 0.1 0.0
H 4.08510 -0.63176 -2.90446 0.0 0.0 0.0
H 4.56822 0.93925 -3.51453 0.0 0.0 0.0
H 2.88493 0.65817 -3.11361 0.0 0.0 0.0
H 4.24636 -1.71331 1.41924 0.0 -0.1 0.1
H 5.25094 -1.29514 0.04302 0.1 0.0 0.0
H 2.75694 -3.09736 -0.15574 0.0 0.0 0.0
H 4.41500 -3.67023 -0.03506 0.0 0.0 0.0
H 3.90750 -2.76257 -1.44878 0.0 0.0 0.0
```
Positions in Å, forces in eV/Å.

Computed properties:
* 2S+1: 6
* lowest unoccupied orbital energy (spin up / spin down): -5.9372 / -7.6010 eV
* energy: -5593.5283 Ha
* orbital gap (spin up / spin down): 5.63 / 5.28 eV
* total charge: +2
* relative energy (zero: lowest compared OMol25 entry of this formula, charge and spin): 0.00 kJ/mol
* E_HOMO (spin up / spin down): -11.564 / -12.878 eV

Atom charges from the Mulliken analysis, given in e for atoms 1 to 5: atom 1 (Ru): 0.791, atom 2 (C): -0.759, atom 3 (C): -0.785, atom 4 (C): -0.514, atom 5 (C): 0.933